(1)
A structure of composition C31H28AuN4O2, computed with ωB97M-V/def2-TZVPD.

XYZ file:
```
66
Properties=species:S:1:pos:R:3
H 0.420 5.292 -1.092
H 1.886 0.602 2.959
H 4.412 0.187 -3.250
H 3.358 -1.988 -2.604
C 2.996 -1.048 -2.215
H 0.283 -4.813 -2.054
C -0.794 -0.209 3.876
C -2.475 -3.013 -0.845
H 0.135 3.157 4.887
C -1.706 5.489 3.270
C 1.917 -1.045 -1.337
H -4.461 -2.482 -1.445
C 1.762 -0.281 3.590
C -1.442 5.108 1.964
C -0.455 0.022 6.627
H 1.685 -1.135 2.916
H -1.352 5.082 5.346
O 1.722 -3.427 -1.527
H 0.046 -4.125 0.872
C -0.309 3.681 0.260
H -3.422 -1.136 3.563
H 0.612 2.493 2.562
N -1.054 -0.283 2.602
C 3.569 0.159 -2.574
C 0.545 -0.162 4.446
H -2.592 0.023 6.793
N 0.211 -2.372 -0.230
C -1.746 -0.032 6.121
C -1.142 4.787 4.327
H 2.651 -0.388 4.208
H -3.827 -6.610 -0.518
H -4.065 -0.272 4.983
C -0.605 4.029 1.699
C -3.320 -0.251 4.191
C -1.945 -0.176 4.763
N 1.422 0.078 -0.821
H -2.359 6.329 3.464
C -0.038 3.335 2.759
C 0.675 -0.056 5.810
C 1.954 1.237 -1.209
H -3.511 0.606 3.545
C -1.625 -4.033 -0.441
C -3.806 -3.285 -1.132
C 0.792 -4.479 -1.151
H -1.903 5.650 1.145
C -0.310 3.709 4.068
H -1.238 3.744 -0.313
N 0.227 2.329 0.055
O 1.648 3.631 -1.080
C 1.247 2.422 -0.694
C -3.452 -5.600 -0.613
H -5.334 -4.787 -1.246
C 1.227 -2.305 -0.976
C -2.125 -5.328 -0.322
C -0.165 -3.788 -0.148
H 1.658 -0.039 6.263
H -0.318 0.116 7.698
C 0.790 4.571 -0.370
H 1.371 -5.294 -0.724
H 1.399 5.069 0.383
H -2.096 -2.003 -0.930
H 3.413 2.307 -2.349
C 3.029 1.335 -2.075
C -4.297 -4.576 -1.020
H -1.473 -6.132 0.004
Au -0.111 0.232 0.981
```

Computed properties:
Calculated total energy ... -46341.9752 eV
Charge ... +1
Relative energy (zero: lowest compared OMol25 entry of this formula, charge and spin) ... 8.29 kcal/mol
Frontier orbital gap (spin up / spin down) ... 6.4 / 6.4 eV
HOMO energy (spin up / spin down) ... -10.9 / -10.9 eV

***

(2)
A structure of composition C24H18N6PdS2 in a non-equilibrium geometry, computed with ωB97M-V/def2-TZVPD.

XYZ file:
```
51
Properties=species:S:1:pos:R:3
H 1.070 3.566 3.376
H 1.484 -3.026 -6.072
H -2.945 -4.501 -2.185
H 0.486 -2.852 -3.629
C -2.896 -0.513 5.351
H -3.205 -1.503 4.893
H 3.348 1.457 -5.351
N -0.512 1.863 3.891
C 2.252 -1.300 -7.061
C 1.380 -1.279 -4.777
N -0.941 -1.632 -0.482
C -2.016 -4.022 -1.547
C -3.158 -0.010 6.611
C 1.483 -1.882 -6.055
C -1.095 -3.266 -2.264
S -1.946 -0.659 2.920
N 0.825 -0.164 -2.026
H -2.520 1.591 7.985
C 2.786 0.504 -5.582
H -2.957 -4.015 0.492
H 2.349 -1.761 -7.988
C 2.209 4.097 1.575
H -0.955 -3.565 -3.307
H 0.353 2.234 4.370
C 1.322 3.286 2.354
H 3.066 4.211 -0.405
N -0.762 0.306 2.067
C -1.330 1.242 4.789
C 0.693 2.165 1.857
C 2.372 3.656 0.272
N 0.600 -1.825 -3.756
H -1.099 2.625 6.392
H -3.803 -0.650 7.307
C -2.083 0.119 4.427
H 3.689 0.284 -7.550
C 2.894 -0.102 -6.858
H 1.957 1.957 -1.133
C -1.594 1.701 6.087
Pd -0.071 0.062 0.025
C -0.268 1.388 2.630
S 1.798 0.778 -3.082
H -2.054 -2.058 1.224
C -2.541 1.194 6.953
C 1.796 2.504 -0.177
C -2.344 -3.575 -0.262
C -0.618 -2.069 -1.748
C 1.953 -0.016 -4.560
N 0.933 1.770 0.539
C -1.786 -2.328 0.213
C 0.363 -1.282 -2.517
H 2.041 5.293 1.776
```

Computed properties:
Spin multiplicity ... 5
Calculated total energy ... -59223.4655 eV
Charge ... +4
Frontier orbital gap (spin up / spin down) ... 5.3 / 3.2 eV
HOMO energy (spin up / spin down) ... -18.1 / -19.3 eV

***

> Number 1 is which compound?

C31H28AuN4O2

***

> Which of these has the lowest calculated total energy?

C24H18N6PdS2

***

> Which value of calculated total energy does entry 2 give?

-59223.4655 eV

***

What did the second record say?
A structure of composition C24H18N6PdS2 in a non-equilibrium geometry, computed with ωB97M-V/def2-TZVPD.

XYZ file:
```
51
Properties=species:S:1:pos:R:3
H 1.070 3.566 3.376
H 1.484 -3.026 -6.072
H -2.945 -4.501 -2.185
H 0.486 -2.852 -3.629
C -2.896 -0.513 5.351
H -3.205 -1.503 4.893
H 3.348 1.457 -5.351
N -0.512 1.863 3.891
C 2.252 -1.300 -7.061
C 1.380 -1.279 -4.777
N -0.941 -1.632 -0.482
C -2.016 -4.022 -1.547
C -3.158 -0.010 6.611
C 1.483 -1.882 -6.055
C -1.095 -3.266 -2.264
S -1.946 -0.659 2.920
N 0.825 -0.164 -2.026
H -2.520 1.591 7.985
C 2.786 0.504 -5.582
H -2.957 -4.015 0.492
H 2.349 -1.761 -7.988
C 2.209 4.097 1.575
H -0.955 -3.565 -3.307
H 0.353 2.234 4.370
C 1.322 3.286 2.354
H 3.066 4.211 -0.405
N -0.762 0.306 2.067
C -1.330 1.242 4.789
C 0.693 2.165 1.857
C 2.372 3.656 0.272
N 0.600 -1.825 -3.756
H -1.099 2.625 6.392
H -3.803 -0.650 7.307
C -2.083 0.119 4.427
H 3.689 0.284 -7.550
C 2.894 -0.102 -6.858
H 1.957 1.957 -1.133
C -1.594 1.701 6.087
Pd -0.071 0.062 0.025
C -0.268 1.388 2.630
S 1.798 0.778 -3.082
H -2.054 -2.058 1.224
C -2.541 1.194 6.953
C 1.796 2.504 -0.177
C -2.344 -3.575 -0.262
C -0.618 -2.069 -1.748
C 1.953 -0.016 -4.560
N 0.933 1.770 0.539
C -1.786 -2.328 0.213
C 0.363 -1.282 -2.517
H 2.041 5.293 1.776
```

Computed properties:
Spin multiplicity ... 5
Calculated total energy ... -59223.4655 eV
Charge ... +4
Frontier orbital gap (spin up / spin down) ... 5.3 / 3.2 eV
HOMO energy (spin up / spin down) ... -18.1 / -19.3 eV